No. 1
The following is a DFT calculation (wB97M-V/def2-TZVPD) of a gas-phase ion, C29H28N3O4 (charge -1) in a non-equilibrium geometry.

```
64
Properties=species:S:1:pos:R:3:lowdin_charge:R:1
C 3.95922 -2.66341 -0.59433 0.00
C 4.35726 -2.14007 0.77915 -0.53
C 5.48149 -2.96297 1.43187 0.01
O 4.81997 -0.76685 0.71885 0.05
C 3.85711 0.22158 0.60210 -0.43
O 4.14467 1.40547 0.68415 0.05
C 2.49251 -0.27968 0.46522 -0.13
C 1.49063 0.63193 0.03854 -0.09
C 0.10776 0.01652 0.05439 -0.18
C -0.06598 -1.33472 -0.28600 0.02
C -1.28126 -2.01154 -0.15080 -0.13
C -2.41107 -1.27376 0.28388 -0.11
N -3.59529 -1.90753 0.54728 -0.10
C -3.82014 -3.29779 0.17708 -0.18
C -2.57327 -4.13710 0.37725 -0.18
C -1.36158 -3.50179 -0.32429 -0.14
C -4.80027 -1.13643 0.74496 -0.18
C -4.55692 0.15571 1.52371 -0.17
C -3.42774 0.97240 0.89442 -0.17
C -2.27021 0.13102 0.48754 -0.14
C -1.00999 0.74502 0.45488 0.01
C 2.26238 -1.26956 1.55607 -0.44
O 1.33827 -1.26412 2.35187 0.08
O 3.25559 -2.20809 1.69138 0.05
H 3.22875 -2.00506 -1.08468 0.08
H 4.83862 -2.76405 -1.23855 0.09
H 3.53670 -3.66842 -0.47975 0.09
H 5.75140 -2.53404 2.40507 0.09
H 5.14446 -3.98848 1.57637 0.08
H 6.36881 -2.97052 0.79539 0.08
H 1.75829 1.65732 0.41697 0.12
H 0.81089 -1.88082 -0.65923 0.13
H -4.65773 -3.70066 0.76326 0.12
H -4.11253 -3.33618 -0.88402 0.12
H -2.35275 -4.21593 1.44907 0.12
H -2.76222 -5.14837 -0.00509 0.11
H -1.39214 -3.77081 -1.39510 0.12
H -0.45270 -3.97543 0.08289 0.12
H -5.21146 -0.85686 -0.24323 0.13
H -5.55665 -1.73230 1.27358 0.12
H -5.46228 0.77550 1.55112 0.11
H -4.26445 -0.08122 2.55522 0.12
H -3.77994 1.52342 0.00282 0.12
H -3.05825 1.72552 1.60299 0.12
H -0.92600 1.79121 0.80067 0.13
C 2.87805 2.63969 -1.73564 -0.04
C 1.59400 1.88307 -1.31055 -0.32
C 1.22996 1.00700 -2.39261 -0.26
N 0.93977 0.30336 -3.26590 0.16
C 0.47716 2.90850 -1.01532 -0.18
C 0.70516 3.92647 -0.07284 -0.02
C -0.18040 4.99683 0.05691 -0.02
C -1.30852 5.06507 -0.77900 -0.24
C -2.23283 6.17570 -0.72167 -0.19
N -2.96240 7.08819 -0.78572 0.13
C -1.66919 3.93253 -1.52598 -0.02
C -0.78115 2.85699 -1.62771 -0.02
H 3.29676 3.26278 -0.92597 0.07
H 3.72736 2.02692 -2.19466 0.11
H 2.55461 3.34616 -2.56947 0.10
H 1.58009 3.88609 0.56649 0.12
H 0.04577 5.81324 0.75091 0.12
H -2.62308 3.93561 -2.06912 0.12
H -1.11308 1.97769 -2.17707 0.12
```

Values from the calculation:
DFT total energy = -43187.8167 eV
HOMO level = -3.56 eV
total charge = -1
structure (SMILES) = CC1(C)OC(=O)C([C@H](c2cc3c4c(c2)CCCN4CCC3)[C@@](C)(C#N)c2ccc(C#N)cc2)=C([O-])O1
M = 482.6 Da
LUMO = 2.41 eV



No. 2
The following is a DFT calculation (wB97M-V/def2-TZVPD) of a molecular structure, C29H29Br3GeIN2O4SeZr.

```
71
Properties=species:S:1:pos:R:3:lowdin_charge:R:1
Zr 1.19708 0.14827 0.14552 1.47
Br -4.35784 -1.86022 3.45813 0.84
C -3.07735 -1.26794 2.22775 -0.66
C -2.92106 0.08727 1.97976 -0.06
C -1.91875 0.47760 1.10923 -0.08
N -1.14094 -0.39842 0.46750 0.02
C -1.34578 -1.70801 0.66740 -0.21
C -2.27733 -2.19002 1.56481 -0.04
C -0.50128 -2.59937 -0.16456 -0.19
C -0.81743 -3.93268 -0.35870 -0.03
C -0.02918 -4.68322 -1.21623 -0.66
Br -0.42171 -6.49092 -1.50866 0.84
C 1.03647 -4.08060 -1.86196 -0.06
C 1.28471 -2.74807 -1.59981 -0.16
N 0.54125 -2.01014 -0.77202 -0.01
H -3.53669 0.82498 2.47293 0.12
H -1.70364 1.52160 0.92943 0.12
H -2.38030 -3.24580 1.76249 0.11
H -1.67273 -4.38159 0.12371 0.11
H 1.66934 -4.63032 -2.54366 0.12
H 2.12319 -2.24896 -2.05648 0.03
Br 1.74425 2.49174 4.55372 0.84
C 1.49858 0.69064 5.06314 -0.59
C 1.59462 0.40980 6.41898 -0.12
C 1.46034 -0.89065 6.87197 -0.05
C 1.24094 -1.93099 5.97839 -0.06
C 1.14952 -1.65726 4.63018 -0.01
C 1.26296 -0.34814 4.15134 -0.15
C 1.10774 -0.16964 2.69687 -0.56
O 0.86204 0.94213 2.12572 -0.16
O 1.19827 -1.18220 1.92403 -0.19
H 1.78390 1.21562 7.11410 0.10
H 1.53635 -1.08924 7.93335 0.12
H 1.14668 -2.94812 6.33340 0.11
H 0.99280 -2.45310 3.91499 0.12
C 5.92948 0.05199 -4.94900 -0.21
Ge 4.45212 1.05747 -4.16202 0.74
C 4.98712 2.02694 -2.55396 -0.22
C 3.63686 2.27145 -5.45817 -0.22
C 3.04572 -0.26253 -3.66860 -0.57
Se 1.62347 0.65789 -2.71034 0.91
C 0.04243 -0.04745 -3.59236 -0.34
H 6.73766 0.72827 -5.23108 0.02
H 5.60770 -0.48104 -5.84458 0.02
H 6.32928 -0.67453 -4.24040 0.02
H 5.63138 2.86390 -2.82918 0.03
H 5.52781 1.38224 -1.86171 0.00
H 4.11737 2.42703 -2.02862 -0.01
H 4.37039 3.00524 -5.79593 0.02
H 2.80131 2.81221 -5.01112 0.01
H 3.27296 1.73220 -6.33449 0.02
H 3.45930 -1.05376 -3.04799 -0.04
H 2.60375 -0.68752 -4.57003 0.03
H 0.05767 0.25334 -4.63588 0.03
H -0.81614 0.40208 -3.09701 0.03
H -0.00201 -1.13073 -3.50945 0.02
O 2.23320 2.04346 0.03598 -0.20
C 1.18994 2.66438 -0.33841 -0.61
O 0.13055 1.94634 -0.47188 -0.20
C 1.19900 4.09811 -0.62500 -0.14
C 0.03608 4.72943 -1.06120 0.00
C 0.05697 6.08761 -1.32355 -0.06
C 1.23297 6.80689 -1.14872 -0.06
C 2.39245 6.17608 -0.71523 -0.05
C 2.38032 4.81770 -0.45189 0.00
H -0.86833 4.15066 -1.19293 0.12
H -0.83944 6.58924 -1.66342 0.11
H 1.24564 7.87024 -1.35195 0.11
H 3.30275 6.74594 -0.58244 0.11
H 3.27063 4.30483 -0.11166 0.12
I 3.84525 -0.91203 0.00147 0.35
```

Values from the calculation:
DFT total energy = -383087.0101 eV
HOMO level = -11.11 eV
total charge = +1
energy relative to the best compared isomer or geometry (same formula, charge and spin) = 8.0 kcal per mole
M = 1079.0 Da
LUMO = -3.77 eV



No. 3
The following is a DFT calculation (wB97M-V/def2-TZVPD) of a molecular structure, C29H29Cl3N9OOsS2Si in a non-equilibrium geometry.

```
75
Properties=species:S:1:pos:R:3:lowdin_charge:R:1
Os -0.64473 -0.86632 0.06883 1.00
S 2.41981 -3.31404 6.50980 1.10
N 1.11483 -3.85055 5.73536 -0.19
C 0.93611 -3.04928 4.69678 -0.30
C -0.14618 -3.14018 3.73396 -0.06
C -1.24613 -3.98583 3.85741 0.05
C -2.26224 -3.88077 2.93206 0.00
C -2.12584 -3.00689 1.85831 -0.10
N -1.04309 -2.24936 1.68584 -0.03
C -0.10069 -2.26769 2.65010 -0.13
C 0.89225 -1.22640 2.55661 -0.13
N 0.76893 -0.38843 1.50400 -0.09
C 1.53916 0.69303 1.44445 -0.16
C 2.49812 0.96902 2.42130 -0.01
C 2.67603 0.09195 3.46119 0.05
C 1.85311 -1.03792 3.53728 -0.06
C 1.90287 -2.01924 4.60638 -0.30
N 2.80066 -2.05737 5.57842 -0.19
H -1.29875 -4.67574 4.68959 0.14
H -3.16731 -4.46309 3.02838 0.13
H -2.91166 -2.91164 1.12784 0.11
H 1.38971 1.34685 0.60211 0.06
H 3.09035 1.86801 2.33443 0.13
H 3.41963 0.25771 4.22971 0.14
Cl 1.00147 -3.87827 -1.68337 0.33
Si 0.82269 -1.86876 -1.41660 -0.25
Cl -0.70367 1.00452 -1.25440 0.15
Cl 1.27993 -1.15745 -3.23637 0.29
C 6.80960 1.34953 -1.97618 -0.08
C 5.97584 2.11469 -0.96177 -0.26
N 4.72980 2.63011 -1.53034 0.01
C 3.58308 1.95233 -1.61259 -0.79
S 3.42962 0.35648 -1.05687 0.62
N 2.51871 2.57977 -2.14688 -0.01
C 2.48828 3.94502 -2.65949 -0.23
C 3.04109 4.07583 -4.07406 -0.07
H 7.74193 1.02183 -1.51658 0.08
H 7.05913 1.97606 -2.83328 0.08
H 6.27038 0.47048 -2.32700 0.06
H 6.52525 2.97269 -0.57517 0.12
H 5.71131 1.47112 -0.12510 0.08
H 4.78696 3.51885 -2.00099 0.12
H 1.69089 2.01093 -2.22849 0.05
H 3.02629 4.59482 -1.96461 0.12
H 1.44677 4.26314 -2.63831 0.12
H 4.08209 3.75665 -4.13858 0.07
H 2.98756 5.11415 -4.40101 0.08
H 2.46136 3.47020 -4.76974 0.08
N -2.99803 -3.77375 -1.93959 0.17
C -2.04003 -3.35038 -1.11139 -0.23
N -2.06438 -2.04016 -0.94579 -0.12
C -3.13657 -1.57415 -1.73974 -0.20
C -3.67067 -0.29742 -1.92022 -0.05
C -4.77495 -0.18565 -2.73752 -0.05
C -5.34968 -1.30221 -3.36781 -0.05
C -4.83238 -2.56639 -3.19864 0.01
C -3.72090 -2.67232 -2.36842 -0.17
H -3.16327 -4.73600 -2.18906 0.18
H -1.35333 -4.01883 -0.62411 0.09
H -3.23720 0.56791 -1.44479 0.04
H -5.21557 0.78856 -2.90041 0.11
H -6.22111 -1.16546 -3.99297 0.12
H -5.26163 -3.42809 -3.69110 0.13
O -1.89029 0.19805 1.52208 -0.27
N -2.78036 1.16080 1.25404 -0.19
C -2.36751 2.41820 1.03627 -0.05
C -3.28688 3.41646 0.79016 -0.01
C -4.63884 3.11614 0.78193 -0.02
C -5.03859 1.80850 1.02424 -0.01
C -4.08669 0.84390 1.25740 -0.01
H -1.30216 2.56699 1.07976 0.12
H -2.93193 4.42120 0.61352 0.13
H -5.37214 3.88776 0.59354 0.13
H -6.08211 1.52975 1.03926 0.13
H -4.30414 -0.19391 1.45699 0.14
```

Values from the calculation:
2S+1 = 2
DFT total energy = -115577.1074 eV
HOMO level (spin up / spin down) = -12.62 / -12.62 eV
total charge = +2
energy relative to the best compared isomer or geometry (same formula, charge and spin) = 68.6 kcal per mole
M = 908.4 Da
LUMO (spin up / spin down) = -5.85 / -6.51 eV



No. 4
The following is a DFT calculation (wB97M-V/def2-TZVPD) of a molecular structure, C29H29DyN2O4S in a non-equilibrium geometry.

```
66
Properties=species:S:1:pos:R:3:lowdin_charge:R:1
C 2.15726 0.11310 1.66927 -0.23
C 2.38907 -0.49774 0.39249 -0.21
C 2.27381 0.50921 -0.61354 -0.19
H 2.65569 -1.54090 0.21321 0.11
C 1.99817 1.75067 0.02914 -0.19
C 1.92546 1.50864 1.43695 -0.24
H 1.94390 2.72122 -0.46287 0.10
C -1.30880 -1.84709 1.50332 -0.20
C -0.13872 -2.31378 0.83281 -0.22
C -0.34911 -2.17433 -0.57211 -0.13
H 0.73624 -2.75246 1.31482 0.11
C -1.65027 -1.62558 -0.78169 -0.28
C -2.23372 -1.41975 0.50385 -0.14
H 2.46844 0.38272 -1.67923 0.10
H 1.72226 2.24993 2.20775 0.09
H 2.18369 -0.37741 2.64626 0.11
H -3.25295 -1.06581 0.66733 0.11
H 0.32343 -2.50627 -1.36798 0.12
H -1.50094 -1.89092 2.57576 0.11
Dy -0.09283 0.23792 0.62540 1.67
C -2.39114 -1.50199 -2.10648 -0.48
C -3.76630 -2.19266 -1.97914 -0.04
C -1.62423 -2.17149 -3.25168 -0.04
H -3.65203 -3.24026 -1.66990 0.10
H -4.29508 -2.18895 -2.94378 0.09
H -4.41404 -1.69148 -1.24661 0.08
H -1.50950 -3.24515 -3.04947 0.10
H -0.63167 -1.73001 -3.39306 0.08
H -2.18428 -2.06687 -4.19200 0.09
C -2.65530 0.00325 -2.46422 -0.04
C -1.46813 0.88604 -2.71531 -0.43
H -3.23762 0.44901 -1.65033 0.14
H -3.29328 0.01816 -3.35734 0.12
O -0.65461 1.19204 -1.81739 -0.03
N -1.28836 1.43561 -3.92586 0.09
C -0.28513 2.49961 -4.07309 -0.12
H -1.95716 1.30389 -4.67250 0.15
C 1.09620 1.95588 -4.34347 -0.22
C 2.23615 2.61014 -3.84911 -0.04
H 2.10311 3.51288 -3.24874 0.12
C 3.50992 2.11144 -4.13035 -0.08
H 4.38941 2.62702 -3.74370 0.11
C 3.65483 0.96249 -4.91760 -0.09
H 4.64953 0.57840 -5.14656 0.10
C 2.52120 0.31483 -5.41901 -0.08
H 2.61638 -0.57667 -6.04194 0.10
C 1.24239 0.81458 -5.13528 -0.05
H 0.34629 0.32469 -5.52915 0.11
H -0.26158 3.07136 -3.14370 0.12
H -0.60512 3.16253 -4.89063 0.14
O 0.45968 2.20259 5.91474 -0.28
S 0.16462 1.04173 5.12485 0.68
O 0.97459 -0.14845 5.27586 -0.29
N 0.01594 1.39116 3.49020 -0.04
C -1.21060 1.25985 3.01651 -0.50
O -1.50109 1.41619 1.75052 -0.19
C -2.18466 0.81764 4.01723 -0.15
C -3.49429 0.37988 3.79602 0.00
C -4.18529 -0.18205 4.86888 -0.06
C -3.57064 -0.30269 6.13032 -0.06
C -2.24046 0.10097 6.32631 -0.02
C -1.56153 0.64109 5.23873 -0.21
H -3.92208 0.48930 2.79839 0.12
H -5.21127 -0.52965 4.73034 0.11
H -4.13317 -0.72357 6.96384 0.11
H -1.72949 0.01082 7.28265 0.12
```

Values from the calculation:
2S+1 = 6
DFT total energy = -76633.5216 eV
HOMO level (spin up / spin down) = -7.92 / -8.00 eV
energy relative to the best compared isomer or geometry (same formula, charge and spin) = 0.0 kcal per mole
M = 664.1 Da
LUMO (spin up / spin down) = -0.15 / 0.14 eV